DFT (wB97M-V/def2-TZVPD) results for a structure of composition C33H29LuN2O3 at a distorted geometry.

Each line ends with the Mulliken charge.
Atoms and positions in Å:
C (-0.9080, 0.5686, 1.0707)  -0.121
C (0.4811, 0.7123, 1.3976)  -0.399
C (0.7836, 2.1075, 1.4295)  -0.929
H (1.1142, -0.1167, 1.7155)  0.573
C (-0.4160, 2.8246, 1.1191)  -0.278
C (-1.4606, 1.8726, 0.8956)  -1.091
H (-2.5133, 2.0943, 0.7371)  0.488
H (-1.4479, -0.3707, 1.0858)  0.497
H (1.7360, 2.5464, 1.7400)  0.486
H (-0.5440, 3.9082, 1.1536)  0.477
C (1.1161, 0.4270, -2.9949)  -0.962
C (0.5019, -0.5554, -2.1600)  -0.204
C (-0.9121, -0.3000, -2.1484)  -0.098
H (0.9552, -1.4278, -1.7076)  0.444
C (-1.1591, 0.8685, -2.9446)  -1.068
C (0.0979, 1.3036, -3.4723)  -0.344
H (0.2508, 2.1072, -4.2036)  0.469
H (2.1625, 0.4330, -3.3081)  0.485
H (-1.6401, -0.9829, -1.7285)  0.495
H (-2.1420, 1.2760, -3.1877)  0.482
Lu (0.1483, 1.4766, -0.9141)  1.594
O (1.2249, 4.7531, -1.6023)  -0.347
C (2.4689, 5.1611, -0.9634)  -0.399
C (1.4100, 6.1940, -1.2148)  -0.096
H (2.5812, 4.7884, 0.0597)  0.234
H (3.3545, 5.2003, -1.6151)  0.282
H (0.8072, 6.4976, -0.3516)  0.410
H (1.0159, 8.8520, -0.9714)  0.324
C (1.3683, 8.5878, -1.9639)  -0.465
C (1.5893, 7.2164, -2.2567)  0.477
C (2.0739, 6.8734, -3.5329)  -0.384
H (2.2599, 5.8256, -3.7762)  0.335
C (2.2789, 7.8627, -4.5006)  -0.547
H (2.6189, 7.5738, -5.4999)  0.356
C (2.0517, 9.2149, -4.1982)  -0.396
H (2.2281, 9.9823, -4.9574)  0.357
C (1.6084, 9.5762, -2.9166)  -0.518
H (1.4528, 10.6286, -2.6673)  0.362
O (-0.6956, -3.4547, -1.9031)  -0.714
C (-0.4898, -3.4745, -0.6989)  -0.155
N (-0.5667, -4.6370, 0.0916)  -0.140
C (-0.6825, -4.2856, 1.4854)  3.694
C (-0.2215, -2.8026, 1.4006)  -1.393
O (0.0591, -2.1329, 2.4193)  -0.801
N (-0.1431, -2.3989, 0.1177)  0.325
C (-2.1548, -4.4557, 1.8930)  -0.652
C (-2.8936, -3.3881, 2.3933)  -0.140
C (-4.2676, -3.5378, 2.6256)  -0.812
C (-4.8858, -4.7653, 2.3914)  -0.408
C (-4.1419, -5.8471, 1.9075)  -0.858
C (-2.7696, -5.6947, 1.6710)  -0.148
C (0.3191, -5.0993, 2.2901)  -0.430
C (0.0018, -5.9209, 3.3788)  -0.219
C (1.0052, -6.7400, 3.9215)  -0.831
C (2.3081, -6.6895, 3.4273)  -0.433
C (2.6321, -5.8000, 2.3954)  -0.758
C (1.6301, -5.0058, 1.8385)  -0.321
H (-1.0293, -5.4145, -0.3535)  0.319
H (-2.3871, -2.4447, 2.6198)  0.489
H (-4.8260, -2.6812, 2.9919)  0.412
H (-5.9492, -4.8871, 2.5931)  0.377
H (-4.6106, -6.8091, 1.7092)  0.360
H (-2.1831, -6.5478, 1.3038)  0.360
H (-1.0103, -5.9227, 3.7957)  0.449
H (0.7538, -7.4050, 4.7437)  0.396
H (3.0865, -7.3154, 3.8605)  0.378
H (3.6435, -5.6981, 2.0142)  0.374
H (1.8716, -4.3051, 1.0296)  0.297

Force components x, y, z for each atom (eV/Å):
C 0.2641 0.3499 0.7896
C -0.5874 0.1639 0.4643
C -0.4838 -0.1177 0.0967
H -0.2154 0.1748 -0.3267
C -0.0811 -0.1249 0.2564
C 0.3706 -0.0636 0.5902
H 0.2930 -0.0059 -0.1069
H 0.2261 0.1302 -0.2443
H -0.3705 -0.1609 -0.2583
H 0.1117 -0.3853 -0.2013
C -0.4050 -0.2234 0.0276
C -0.6014 -0.0833 -0.9988
C 0.5082 -0.0728 -0.7802
H -0.0656 0.2443 0.0526
C 0.3836 -0.6172 -0.0755
C -0.0932 0.0629 -0.0481
H -0.1112 -0.2761 0.5478
H -0.3569 0.1274 0.2662
H 0.1415 0.2274 0.1496
H 0.3958 -0.0668 0.1372
Lu 0.7587 1.2246 -0.5766
O 0.7295 1.3861 0.3811
C -1.0474 0.6174 -0.2185
C 0.5000 -1.7645 0.7202
H 0.1536 0.0483 -0.3813
H -0.4288 -0.2211 0.3364
H 0.1009 -0.2608 -0.3315
H 0.0000 0.0602 -0.0906
C 0.0923 -0.9188 -0.1809
C 0.2846 0.9780 -1.1026
C -0.2669 0.3269 0.1379
H -0.0961 0.2830 0.0700
C -0.0683 0.1933 0.2101
H -0.1011 0.1408 0.3934
C -0.0009 -0.3098 0.2214
H -0.0798 -0.2941 0.2978
C 0.1355 -0.2739 -0.3219
H 0.0126 -0.3829 -0.0750
O 0.1854 0.0011 0.1574
C 0.0522 -0.0944 1.1052
N 0.1704 0.5540 -1.5186
C -0.4819 -0.4283 0.2244
C 0.4092 0.7853 0.5623
O -0.4963 -0.7706 -1.1140
N -0.3064 -0.2984 0.0965
C 0.4506 0.0903 0.1587
C -0.3128 -0.0650 0.0624
C 0.4354 -0.2071 -0.0474
C 0.0247 0.0111 -0.0496
C 0.5388 0.2544 0.0641
C -0.5151 0.0430 0.0406
C -0.2612 0.0064 0.3647
C 0.4154 0.0481 -0.3326
C -0.1194 0.3376 -0.1164
C 0.0158 0.1571 -0.0728
C -0.5743 0.2241 0.0594
C 0.6935 -0.3756 0.0975
H -0.1424 -0.0384 0.3449
H -0.2021 -0.3301 -0.1392
H -0.0587 -0.2018 0.0042
H 0.2071 0.0435 -0.0959
H 0.0132 0.2121 0.1081
H -0.2532 0.4118 0.1507
H 0.3827 -0.0968 -0.2378
H 0.1049 0.0802 -0.0970
H -0.1997 0.0697 -0.0649
H -0.0478 -0.1691 0.1594
H -0.1292 -0.3698 0.2981

Results
**HOMO-LUMO gap**: 7.0 eV
**HOMO**: -0.2874 hartree

---

DFT (wB97M-V/def2-TZVPD) results for the ion C2H4N3 with charge +1 at a distorted geometry.

Each line ends with the Mulliken charge.
Atoms and positions in Å:
C (0.2623, -0.0030, 0.7390)  0.319
C (0.3782, 0.0225, -0.7997)  0.069
N (0.5504, 1.2420, 0.1535)  -0.259
N (1.0092, -0.9756, 0.1278)  -0.255
N (-1.0005, -0.3020, 0.0065)  -0.126
H (0.0110, 2.0829, 0.0380)  0.285
H (2.0258, -0.9361, 0.0893)  0.315
H (-1.3676, -1.3188, -0.1634)  0.367
H (-1.8687, 0.1880, -0.1909)  0.286

Force components x, y, z for each atom (eV/Å):
C -2.2886 2.0415 0.8831
C -1.2624 0.8505 0.6787
N 2.6734 -2.3389 -0.7857
N 0.1831 -0.1716 -1.2073
N -0.5674 -4.0544 -1.9591
H -0.9597 -0.0390 0.3132
H 0.0501 0.4656 0.5044
H 1.6950 1.5385 0.9277
H 0.4765 1.7079 0.6448

Results
**HOMO-LUMO gap**: 10.7 eV
**Charge**: +1
**Energy relative to the best compared isomer or geometry (same formula, charge and spin)**: 569.7 kJ/mol
**HOMO**: -0.6074 hartree

---

DFT (wB97M-V/def2-TZVPD) results for a cluster of 2 separate species, C3H11NOS2 in total at a distorted geometry.

Each line ends with the Mulliken charge.
Atoms and positions in Å:
S (2.5534, 0.0313, -0.7419)  -0.207
S (1.2777, -0.1317, 0.8552)  -0.080
C (0.2304, 1.4260, 0.4422)  -0.862
C (-1.1814, 1.0635, -0.1464)  -0.276
N (-2.0495, 0.3359, 0.7500)  -0.318
C (-3.4366, 0.3415, 0.2359)  -0.864
H (1.7061, -0.0846, -1.7598)  0.134
H (0.1907, 1.7867, 1.5282)  0.341
H (0.8181, 1.8321, -0.4245)  0.427
H (-0.8577, 0.3253, -0.8766)  0.134
H (-1.6074, 1.9973, -0.5588)  0.436
H (-1.7702, -0.6128, 1.0388)  0.308
H (-3.7119, 1.3920, 0.1368)  0.333
H (-4.1875, -0.0869, 1.1109)  0.284
H (-3.6236, -0.1227, -0.8154)  0.245
H (-0.8914, -2.4488, -1.8424)  0.325
H (-0.0209, -1.8778, -0.7898)  0.260
O (-0.8337, -2.4788, -0.8751)  -0.620

Force components x, y, z for each atom (eV/Å):
S 0.8581 -0.1154 0.1434
S -0.8517 0.6228 -0.9740
C -0.4277 -1.4630 1.3393
C 2.2988 -1.1677 0.9096
N -1.6705 0.3758 0.4235
C -1.3492 -0.8909 1.3798
H -0.3707 -0.2598 -0.2343
H -0.0020 0.8276 -2.0215
H -0.3760 0.6009 1.6468
H -0.3393 0.3848 -1.3889
H -0.1501 -0.7544 0.2047
H 0.2494 0.8266 -0.7727
H -0.1608 0.0130 -0.0195
H 1.9038 0.7570 -2.5527
H 0.3845 0.2492 1.8143
H -0.4850 -0.3985 0.1539
H -1.4988 -1.2307 0.5811
O 1.9873 1.6228 -0.6327

Results
**HOMO-LUMO gap**: 9.0 eV
**Energy relative to the best compared isomer or geometry (same formula, charge and spin)**: 163.1 kJ/mol
**HOMO**: -0.3207 hartree

---

DFT (wB97M-V/def2-TZVPD) results for a cluster of 7 separate species, C5H23NO8 in total at a distorted geometry.

Each line ends with the Mulliken charge.
Atoms and positions in Å:
C (-1.1091, -0.3046, 2.6938)  -0.964
N (0.1839, -0.3926, 2.0493)  -0.341
C (0.4098, 0.6834, 1.0718)  0.301
C (1.8581, 0.6160, 0.5589)  -0.954
C (2.2791, -0.6217, -0.2536)  -0.281
O (2.2811, -0.3106, -1.7054)  -0.646
C (0.1579, 2.0716, 1.6513)  -0.756
O (0.6608, 2.4237, 2.8288)  -0.840
H (-1.1914, 0.5548, 3.3551)  0.332
H (-1.9121, -0.2496, 1.9586)  0.246
H (-1.2967, -1.1873, 3.3071)  0.366
H (0.9169, -0.3911, 2.7550)  0.361
H (-0.2549, 0.5238, 0.2221)  0.210
H (2.0718, 1.5149, -0.0050)  0.581
H (2.5276, 0.6920, 1.4122)  0.279
H (1.6276, -1.4803, -0.0649)  0.146
H (3.3196, -0.8745, -0.0125)  0.347
H (2.6299, -1.0796, -2.1795)  0.275
H (-0.4324, 2.7882, 1.0854)  0.370
H (1.6580, 1.3909, 3.7701)  0.435
H (3.1062, 1.1176, 4.5502)  0.266
O (2.2493, 0.6904, 4.2307)  -0.710
H (-3.0516, 0.5177, -2.0794)  0.436
H (-4.1347, -0.2519, -1.2811)  0.332
O (-3.6297, -0.3044, -2.1112)  -0.796
H (-1.8906, -2.6385, -3.2327)  0.289
H (-2.4184, -1.5211, -2.3099)  0.431
O (-1.5957, -2.0425, -2.5350)  -0.833
H (-0.3110, -2.7822, 0.2647)  0.313
H (-0.7584, -2.9458, -1.2200)  0.442
O (-0.3038, -3.4015, -0.4845)  -0.736
H (0.7607, 0.0656, -2.5875)  0.442
H (-0.5875, -0.6776, -3.0172)  0.456
O (-0.0891, 0.1648, -3.1222)  -0.839
H (-1.1546, 1.2658, -2.5026)  0.482
H (-2.1171, 2.4381, -2.9088)  0.286
O (-1.9236, 1.7932, -2.1974)  -0.729

Force components x, y, z for each atom (eV/Å):
C -0.0495 -0.0938 0.3584
N 0.1333 -0.7836 -0.4844
C 0.4337 0.9754 0.5527
C 0.2134 -0.7347 -0.1560
C 0.2547 0.4721 -0.4107
O -0.1887 -0.2052 0.4816
C 0.2388 -0.0647 0.7995
O -0.0245 -0.6019 -0.6126
H -0.0892 0.3692 0.0123
H 0.0226 0.0480 -0.1681
H 0.1037 -0.2235 -0.0362
H -0.1036 0.2192 -0.1407
H -0.2846 -0.0134 -0.1688
H -0.0687 0.1442 -0.3962
H -0.0173 -0.0802 0.3477
H 0.0885 0.1319 -0.0241
H -0.2106 -0.1443 0.0496
H -0.1374 0.1798 0.2925
H -0.1254 0.0789 -0.1633
H 0.5247 -0.1383 0.0842
H -2.0947 -0.6371 -0.8951
O 1.3071 0.9908 0.5005
H -0.2672 -0.3307 -0.1981
H 0.2770 -0.1714 -0.4334
O 0.0186 0.5476 0.6320
H 0.1388 -0.0219 0.0151
H 0.3952 -0.0944 0.0595
O -0.8607 0.0451 -0.2545
H 0.0087 -0.0985 -0.2970
H 0.1724 -0.0140 0.4992
O -0.0355 0.1326 0.1108
H -1.0361 0.0071 -0.5084
H 0.5044 0.3694 0.0563
O 0.8907 -0.3398 0.4544
H 0.4669 -0.1337 -0.2241
H 0.2667 -0.6342 0.6660
O -0.8660 0.8480 -0.4007

Results
**HOMO-LUMO gap (alpha / beta)**: 3.3 / 6.5 eV
**Charge**: -1
**2S+1**: 2
**Energy relative to the best compared isomer or geometry (same formula, charge and spin)**: 0.0 kJ/mol
**HOMO (alpha / beta)**: -0.0249 / -0.1433 hartree

---

What is the formula in the first record? C33H29LuN2O3